Entry 1:
Here is 6 unconnected molecules or ions with the total composition C36H87FN5O10P from the OMol25 dataset. Energies are from the ωB97M-V functional and the def2-TZVPD basis.

Atoms and positions in Å:
C: 9.272 1.297 1.327
C: 8.837 1.372 0.082
C: 7.553 0.648 -0.271
O: 6.570 1.578 -0.792
P: 5.136 0.822 -1.132
O: 5.072 0.649 -2.580
O: 4.033 1.836 -0.571
C: 2.742 1.650 -1.209
C: 1.680 1.344 -0.116
C: 0.296 1.959 -0.461
C: -0.695 1.505 0.648
C: -2.133 2.020 0.451
C: -3.029 1.264 1.535
C: -3.928 0.279 0.760
C: -5.014 1.050 -0.061
C: -6.421 0.397 0.137
C: -6.375 -1.093 -0.245
O: -7.630 -1.755 -0.241
C: -8.544 -1.169 -1.160
O: 4.931 -0.543 -0.268
C: 5.433 -1.719 -0.883
C: 6.407 -2.409 0.120
F: 4.430 -2.614 -1.136
H: 8.540 1.115 2.121
H: 10.319 1.357 1.623
H: 9.353 1.963 -0.679
H: 7.760 -0.108 -1.047
H: 7.185 0.167 0.645
H: 2.707 0.817 -1.919
H: 2.468 2.614 -1.655
H: 2.008 1.762 0.847
H: 1.556 0.256 0.005
H: 0.372 3.055 -0.381
H: -0.030 1.633 -1.460
H: -0.658 0.401 0.676
H: -0.264 1.846 1.605
H: -2.198 3.097 0.647
H: -2.499 1.739 -0.546
H: -3.585 2.037 2.084
H: -2.374 0.738 2.247
H: -4.446 -0.346 1.510
H: -3.329 -0.403 0.138
H: -5.088 2.056 0.375
H: -4.743 1.071 -1.125
H: -7.125 0.993 -0.458
H: -6.654 0.503 1.208
H: -5.820 -1.232 -1.195
H: -5.775 -1.599 0.525
H: -8.018 -1.008 -2.116
H: -9.411 -1.821 -1.328
H: -8.940 -0.233 -0.735
H: 5.999 -1.529 -1.802
H: 6.208 -1.980 1.115
H: 7.452 -2.175 -0.110
H: 6.224 -3.485 0.190
C: -5.029 5.433 2.639
C: -4.044 4.777 3.600
C: -3.884 5.533 4.930
O: -3.086 6.700 4.851
C: -3.761 7.853 4.377
N: -2.759 4.600 2.916
H: -4.609 6.314 2.152
H: -5.306 4.734 1.848
H: -5.944 5.731 3.155
H: -4.439 3.784 3.840
H: -3.363 4.873 5.631
H: -4.858 5.761 5.381
H: -4.804 7.877 4.702
H: -3.703 7.914 3.288
H: -3.251 8.726 4.784
H: -2.134 4.070 3.520
H: -2.318 5.516 2.860
C: 9.683 4.959 -4.404
C: 10.393 3.811 -5.115
C: 9.448 2.681 -5.556
O: 9.028 1.824 -4.511
C: 7.941 2.313 -3.738
N: 11.471 3.313 -4.255
H: 9.413 4.709 -3.378
H: 10.334 5.833 -4.357
H: 8.775 5.249 -4.936
H: 10.847 4.224 -6.022
H: 9.994 2.041 -6.255
H: 8.582 3.074 -6.104
H: 7.237 2.889 -4.343
H: 8.312 2.918 -2.906
H: 7.419 1.466 -3.309
H: 12.009 2.620 -4.769
H: 11.037 2.776 -3.507
C: -1.998 -2.689 -5.013
C: -1.717 -1.497 -4.105
C: -1.853 -1.818 -2.607
O: -3.189 -1.904 -2.144
C: -3.828 -3.150 -2.377
N: -2.581 -0.381 -4.503
H: -3.064 -2.904 -5.099
H: -1.632 -2.490 -6.021
H: -1.496 -3.588 -4.649
H: -0.678 -1.198 -4.276
H: -1.404 -0.993 -2.045
H: -1.293 -2.722 -2.338
H: -3.133 -3.991 -2.303
H: -4.321 -3.149 -3.351
H: -4.602 -3.274 -1.618
H: -2.322 0.444 -3.968
H: -3.522 -0.594 -4.178
C: -3.933 -8.915 -0.017
C: -3.609 -8.633 -1.480
C: -3.678 -7.142 -1.850
O: -4.991 -6.633 -2.004
C: -5.637 -6.274 -0.794
N: -4.488 -9.445 -2.327
H: -5.002 -8.856 0.191
H: -3.612 -9.922 0.253
H: -3.417 -8.214 0.643
H: -2.578 -8.959 -1.651
H: -3.201 -7.016 -2.827
H: -3.107 -6.527 -1.141
H: -4.935 -5.869 -0.060
H: -6.173 -7.127 -0.374
H: -6.375 -5.504 -1.027
H: -4.204 -9.337 -3.297
H: -5.413 -9.022 -2.298
C: 0.243 -1.599 6.981
C: 0.531 -1.358 5.503
C: 0.491 0.125 5.101
O: -0.813 0.665 4.974
C: -1.411 1.069 6.192
N: -0.396 -2.164 4.701
H: -0.817 -1.506 7.219
H: 0.545 -2.608 7.264
H: 0.798 -0.898 7.609
H: 1.546 -1.717 5.308
H: 0.940 0.215 4.107
H: 1.099 0.741 5.776
H: -0.677 1.470 6.896
H: -1.957 0.239 6.648
H: -2.136 1.852 5.963
H: -0.138 -2.085 3.720
H: -1.308 -1.715 4.748

**SMILES**: C=CCO[P@](=O)(OCCCCCCCCCCOC)O[C@@H](C)F.COC[C@@H](C)N.COC[C@@H](C)N.COC[C@@H](C)N.COC[C@@H](C)N.COC[C@@H](C)N
**Frontier orbital gap**: 9.5405 eV

***

Entry 2:
Here is 5 unconnected molecules or ions with the total composition C36H87N3O16PS4 from the OMol25 dataset. Energies are from the ωB97M-V functional and the def2-TZVPD basis.

Atoms and positions in Å:
C: -6.887 1.297 -3.999
C: -6.987 0.554 -5.340
O: -7.026 -0.848 -5.162
C: -5.841 -1.509 -5.531
C: -4.601 -1.120 -4.750
O: -4.814 -1.218 -3.361
C: -3.906 -0.407 -2.625
C: -2.456 -0.856 -2.767
O: -1.600 -0.264 -1.831
C: -1.387 1.148 -2.043
P: 0.441 1.422 -2.652
N: 1.034 0.648 -1.074
C: 0.592 3.120 -1.800
C: 0.814 4.405 -2.623
C: 2.275 4.806 -2.926
C: 2.772 4.571 -4.365
N: 1.715 4.617 -5.384
C: 2.277 1.433 -3.302
C: 2.895 0.029 -3.402
C: 4.301 -0.072 -2.786
C: 4.327 0.153 -1.280
C: 3.897 -1.078 -0.458
C: 4.755 -1.270 0.804
C: 4.109 -0.649 2.044
C: 4.919 -0.938 3.301
C: 4.199 -0.560 4.574
O: 3.766 0.803 4.568
C: 3.494 1.181 5.909
N: -0.248 2.157 -4.216
C: -0.670 1.506 -5.202
C: -2.021 1.848 -5.837
C: 0.103 0.421 -5.942
H: -5.976 1.891 -3.938
H: -7.754 1.935 -3.839
H: -6.844 0.559 -3.201
H: -7.873 0.868 -5.893
H: -6.132 0.843 -5.959
H: -5.620 -1.280 -6.584
H: -5.993 -2.586 -5.478
H: -3.786 -1.768 -5.092
H: -4.320 -0.091 -5.007
H: -4.171 -0.539 -1.575
H: -4.046 0.650 -2.868
H: -2.451 -1.932 -2.566
H: -2.062 -0.727 -3.783
H: -1.572 1.623 -1.076
H: -2.105 1.546 -2.760
H: 0.335 0.074 -3.209
H: 0.440 0.906 -0.295
H: 1.002 -0.361 -1.158
H: 1.442 3.034 -1.118
H: -0.265 3.314 -1.149
H: 0.184 4.494 -3.503
H: 0.473 5.216 -1.965
H: 2.909 4.298 -2.196
H: 2.393 5.871 -2.714
H: 3.489 5.364 -4.603
H: 3.356 3.653 -4.425
H: 1.590 3.718 -5.824
H: 1.919 5.319 -6.076
H: 2.204 1.823 -4.318
H: 2.925 2.049 -2.680
H: 3.032 -0.200 -4.466
H: 2.243 -0.759 -3.013
H: 4.703 -1.065 -3.024
H: 4.925 0.685 -3.270
H: 5.335 0.478 -0.997
H: 3.664 0.979 -1.014
H: 2.882 -0.869 -0.125
H: 3.941 -1.971 -1.081
H: 5.750 -0.834 0.677
H: 4.919 -2.337 0.991
H: 4.062 0.430 1.883
H: 3.100 -1.054 2.133
H: 5.082 -2.019 3.356
H: 5.897 -0.454 3.272
H: 3.340 -1.221 4.746
H: 4.884 -0.681 5.422
H: 3.183 0.327 6.511
H: 2.685 1.911 5.928
H: 4.379 1.659 6.340
H: -2.491 0.973 -6.289
H: -1.838 2.551 -6.660
H: -2.658 2.363 -5.122
H: 0.974 0.824 -6.459
H: -0.531 -0.078 -6.680
H: 0.449 -0.359 -5.260
O: -2.152 -0.949 3.071
S: -1.102 -0.910 4.040
O: -0.768 -2.090 4.780
O: -1.408 0.273 5.067
C: -2.709 0.292 5.687
C: -2.849 -0.737 6.790
C: 0.359 -0.225 3.346
H: -3.478 0.164 4.923
H: -2.817 1.297 6.091
H: -2.822 -1.750 6.392
H: -3.797 -0.604 7.312
H: -2.033 -0.645 7.508
H: 0.106 0.693 2.822
H: 0.766 -0.954 2.649
H: 1.068 -0.034 4.148
O: 2.248 -3.720 -3.008
S: 2.214 -4.221 -4.344
O: 1.263 -3.733 -5.292
O: 2.110 -5.815 -4.281
C: 1.038 -6.365 -3.489
C: -0.308 -6.269 -4.180
C: 3.824 -4.122 -5.047
H: 1.019 -5.878 -2.513
H: 1.309 -7.407 -3.331
H: -0.630 -5.233 -4.277
H: -1.060 -6.808 -3.603
H: -0.255 -6.693 -5.183
H: 4.541 -4.531 -4.341
H: 4.020 -3.067 -5.226
H: 3.832 -4.675 -5.983
O: -7.445 -3.457 9.500
S: -6.080 -3.889 9.496
O: -5.068 -3.070 8.909
O: -6.006 -5.346 8.866
C: -6.602 -5.540 7.562
C: -5.748 -4.985 6.441
C: -5.591 -4.331 11.128
H: -7.605 -5.110 7.554
H: -6.707 -6.618 7.460
H: -5.694 -3.898 6.482
H: -6.172 -5.269 5.477
H: -4.730 -5.368 6.507
H: -6.346 -4.983 11.557
H: -5.516 -3.407 11.697
H: -4.625 -4.824 11.080
O: 2.865 5.589 1.313
S: 3.707 6.190 2.297
O: 5.101 6.380 2.042
O: 3.524 5.417 3.675
C: 3.692 3.978 3.666
C: 5.142 3.556 3.586
C: 3.010 7.722 2.818
H: 3.108 3.544 2.853
H: 3.249 3.641 4.600
H: 5.572 3.821 2.620
H: 5.220 2.479 3.714
H: 5.734 4.054 4.356
H: 1.960 7.569 3.047
H: 3.124 8.418 1.990
H: 3.556 8.076 3.688

**Charge**: -1
**Frontier orbital gap**: 5.1940 eV

***

Entry 3:
Here is a molecular structure, C36H88N4 from the OMol25 dataset. Energies are from the ωB97M-V functional and the def2-TZVPD basis.

Atoms and positions in Å:
C: -118.087 -6.066 -34.412
C: -117.040 -5.473 -35.390
N: -115.726 -5.596 -34.788
C: -114.533 -5.818 -35.707
C: -114.287 -4.664 -36.710
C: -115.531 -4.449 -33.909
C: -114.506 -4.805 -32.874
H: -118.164 -5.574 -33.586
H: -117.849 -7.090 -34.117
H: -119.053 -6.434 -35.007
H: -117.358 -4.491 -35.625
H: -117.012 -6.131 -36.239
H: -114.689 -6.595 -36.331
H: -113.582 -6.080 -35.270
H: -113.878 -3.668 -36.407
H: -115.104 -4.559 -37.274
H: -113.334 -5.020 -37.248
H: -116.515 -4.309 -33.338
H: -115.316 -3.522 -34.432
H: -114.546 -4.159 -32.218
H: -113.557 -5.103 -33.181
H: -114.672 -5.622 -32.435
C: -109.903 2.837 -37.941
C: -110.878 1.634 -37.662
N: -110.380 0.492 -36.890
C: -111.268 -0.116 -35.882
C: -112.398 -0.957 -36.530
C: -109.791 -0.479 -37.808
C: -108.965 -1.604 -37.080
H: -109.084 2.924 -37.195
H: -110.394 3.900 -38.294
H: -109.479 2.746 -38.888
H: -111.343 1.255 -38.583
H: -111.668 2.083 -37.050
H: -111.548 0.782 -34.992
H: -110.801 -0.812 -35.293
H: -113.132 -1.252 -35.783
H: -111.896 -1.712 -36.999
H: -113.063 -0.313 -37.275
H: -109.063 0.099 -38.584
H: -110.558 -0.844 -38.487
H: -108.322 -1.156 -36.391
H: -108.608 -2.237 -37.904
H: -109.693 -2.190 -36.505
C: -121.503 -2.876 -35.282
C: -120.355 -3.402 -35.978
N: -119.742 -2.389 -36.849
C: -119.065 -1.189 -36.428
C: -117.620 -1.497 -35.841
C: -119.048 -3.038 -37.956
C: -118.875 -2.116 -39.193
H: -121.604 -3.512 -34.396
H: -122.230 -3.099 -35.975
H: -121.579 -1.871 -34.883
H: -120.360 -4.543 -36.233
H: -119.377 -3.600 -35.340
H: -119.652 -0.931 -35.623
H: -119.078 -0.548 -37.282
H: -117.605 -1.960 -34.843
H: -116.957 -0.672 -35.565
H: -117.017 -2.068 -36.517
H: -119.836 -4.133 -38.109
H: -118.401 -3.736 -37.636
H: -118.205 -1.217 -39.114
H: -119.591 -1.748 -39.754
H: -118.452 -2.796 -39.921
C: -112.683 -1.594 -29.727
C: -113.444 -0.206 -29.618
N: -114.610 -0.212 -30.550
C: -115.813 0.427 -29.986
C: -115.766 1.943 -29.986
C: -114.323 0.127 -31.835
C: -115.536 -0.520 -32.684
H: -111.954 -1.728 -29.006
H: -112.262 -1.856 -30.681
H: -113.449 -2.433 -29.735
H: -112.642 0.475 -29.719
H: -113.745 0.050 -28.607
H: -116.002 -0.081 -29.045
H: -116.681 0.096 -30.628
H: -114.844 2.240 -29.401
H: -116.723 2.390 -29.611
H: -115.601 2.572 -30.957
H: -113.527 -0.674 -32.208
H: -114.156 1.230 -31.955
H: -115.481 -1.578 -32.450
H: -115.120 -0.364 -33.527
H: -116.443 -0.090 -32.629
C: -111.199 -5.448 -27.372
C: -111.811 -5.394 -28.822
C: -110.721 -4.869 -29.821
C: -111.249 -4.751 -31.290
C: -110.237 -4.001 -32.313
C: -110.566 -3.982 -33.796
H: -111.893 -5.624 -26.513
H: -110.889 -4.471 -27.018
H: -110.340 -6.219 -27.538
H: -112.380 -4.557 -28.933
H: -112.220 -6.269 -29.342
H: -109.769 -5.571 -29.771
H: -110.693 -3.815 -29.726
H: -112.442 -4.328 -31.299
H: -111.764 -5.745 -31.511
H: -109.312 -4.585 -32.265
H: -109.999 -3.143 -32.004
H: -109.754 -3.586 -34.259
H: -111.242 -3.061 -33.804
H: -110.852 -4.939 -34.065
C: -119.717 -7.368 -31.167
C: -119.516 -6.346 -30.044
C: -118.295 -5.512 -30.086
C: -118.130 -4.533 -28.734
C: -116.844 -3.764 -28.822
C: -116.730 -2.980 -27.523
H: -118.865 -7.961 -31.280
H: -120.050 -7.076 -32.080
H: -120.572 -7.889 -30.786
H: -119.651 -6.848 -29.090
H: -120.439 -5.712 -30.312
H: -118.275 -4.837 -31.017
H: -117.358 -6.121 -30.211
H: -118.043 -5.142 -27.904
H: -119.104 -4.037 -28.879
H: -117.089 -3.316 -29.656
H: -116.045 -4.249 -28.822
H: -115.944 -2.114 -27.624
H: -116.475 -3.633 -26.708
H: -117.512 -2.346 -27.274

**Relative energy (zero: lowest compared OMol25 entry of this formula, charge and spin)**: 262.50 kJ/mol
**Frontier orbital gap**: 8.2881 eV

***

Number 1: LUMO 0.0158 Ha, DFT total energy -78672.6264 eV. Number 2: LUMO 0.0591 Ha, DFT total energy -128597.7132 eV. Number 3: LUMO 0.0253 Ha, DFT total energy -44701.1817 eV.